# 1
{
  "formula": "C2H40O20Y",
  "method": "the ωB97M-V functional and the def2-TZVPD basis",
  "symbols": ["Y", "O", "C", "C", "O", "H", "H", "H", "H", "O", "H", "H", "O", "H", "H", "O", "H", "H", "O", "H", "H", "O", "H", "H", "O", "H", "H", "O", "H", "H", "O", "H", "H", "O", "H", "H", "O", "H", "H", "O", "H", "H", "O", "H", "H", "O", "H", "H", "O", "H", "H", "O", "H", "H", "O", "H", "H", "O", "H", "H", "O", "H", "H"],
  "positions_angstrom": [[-1.57025, -1.65037, -1.58376], [0.53875, -1.36837, -1.20876], [0.61975, -0.09737, -0.60476], [-0.16525, -0.24237, 0.69924], [-1.37725, -0.46037, 0.21824], [0.09075, 0.48563, -1.39176], [1.59475, 0.19263, -0.66976], [-0.23725, 0.71163, 1.18624], [0.21875, -0.98337, 1.34424], [1.30575, 2.56163, 2.62824], [0.70775, 2.98663, 3.25724], [1.35975, 2.98463, 1.79824], [-2.24525, 1.93963, 0.56524], [-2.34825, 2.17363, 1.47224], [-1.78025, 1.10963, 0.46624], [-1.27625, -2.47337, 2.86524], [-0.58325, -1.79537, 2.64824], [-2.05525, -2.05337, 2.59724], [-0.97025, -3.34437, -0.00776], [-1.27025, -3.43337, 0.88824], [-0.76325, -4.27337, -0.35776], [0.98975, 3.05863, 0.05624], [1.77775, 2.60063, -0.31176], [0.36375, 2.35163, 0.14524], [-1.40725, 2.94863, -1.70176], [-1.93625, 2.58263, -1.00176], [-0.69425, 3.39563, -1.23076], [-4.65125, 0.70263, -0.03176], [-5.21525, -0.08237, 0.14724], [-3.97625, 0.82663, 0.62524], [1.81175, 2.14663, -2.76576], [1.82375, 2.92663, -2.21176], [0.98975, 2.08363, -3.29776], [1.65275, -2.95037, 1.51524], [1.04875, -2.52537, 0.87424], [2.20075, -3.55237, 1.00924], [-0.90925, -0.82937, -3.67976], [-0.10825, -0.78537, -4.23976], [-1.53225, -0.38137, -4.28576], [-2.90525, 0.37563, -2.14976], [-3.04525, 1.08563, -2.77276], [-3.65725, 0.55163, -1.57776], [3.60475, -0.26537, 1.38724], [4.32075, 0.04563, 1.86924], [3.99775, -0.40537, 0.48924], [1.54275, 0.03163, 3.33224], [1.35275, 1.00563, 3.31824], [2.04675, -0.10337, 2.55724], [2.09775, -0.90437, -3.14476], [1.59475, -0.90937, -2.24776], [2.29275, 0.02363, -3.29776], [3.46675, 1.98963, -0.21376], [3.77475, 2.59263, -0.86776], [3.21875, 1.15663, -0.71176], [3.06275, -2.78837, -0.97376], [2.17375, -2.38237, -1.04176], [3.59475, -2.02237, -0.98976], [-1.17425, 0.17563, 3.99324], [-0.37525, 0.24263, 3.49524], [-1.70325, -0.40937, 3.45124], [-3.48725, -2.09737, -0.37676], [-4.03725, -2.89537, -0.34176], [-3.77925, -1.58137, 0.39024]],
  "charge": 1,
  "gap_ev": 8.1953,
  "relative_energy_ev": 0.908
}

***

# 2
{
  "formula": "C2H41O19",
  "method": "the ωB97M-V functional and the def2-TZVPD basis",
  "symbols": ["C", "C", "O", "H", "H", "H", "H", "H", "O", "H", "H", "O", "H", "H", "O", "H", "H", "O", "H", "H", "O", "H", "H", "O", "H", "H", "O", "H", "H", "O", "H", "H", "O", "H", "H", "O", "H", "H", "O", "H", "H", "O", "H", "H", "O", "H", "H", "O", "H", "H", "O", "H", "H", "O", "H", "H", "O", "H", "H", "O", "H", "H"],
  "positions_angstrom": [[-0.36510, -0.44792, 0.72973], [0.36790, 0.09608, -0.38627], [1.76590, 0.08108, -0.16527], [-1.22610, -0.91192, 0.42273], [-0.58310, 0.32908, 1.40673], [0.29190, -1.19092, 1.24573], [0.05790, 1.11508, -0.59827], [0.18690, -0.56992, -1.35827], [-1.14210, -1.85592, -3.51227], [-0.24310, -1.98392, -3.15327], [-1.76910, -1.86992, -2.77827], [4.23390, -0.44392, -0.19227], [3.32290, -0.10492, -0.11627], [4.70290, 0.36808, -0.50227], [-0.07010, 2.89408, 1.61773], [0.73890, 2.41508, 1.61273], [-0.76210, 2.37208, 1.21773], [0.29290, 1.23508, -3.58227], [1.08290, 1.03508, -3.08927], [0.22390, 2.14508, -3.34127], [2.06490, -1.85692, 2.82773], [1.12890, -1.71792, 2.80973], [2.12690, -2.77392, 2.55473], [-4.21210, -0.62992, 1.31673], [-4.81510, -1.35792, 1.05973], [-3.37410, -1.08492, 1.26073], [1.38390, -2.72292, -2.85027], [1.70190, -2.43692, -1.98627], [1.95890, -2.39292, -3.57527], [2.95690, 3.06708, -1.01827], [3.61590, 2.32308, -0.83027], [3.19290, 3.76408, -0.42727], [-0.17710, 3.57008, -1.28027], [0.04190, 4.05908, -2.12127], [0.68390, 3.32708, -0.92427], [-2.04110, 1.01208, -2.38127], [-2.32910, 0.12508, -2.21327], [-1.19210, 0.86108, -2.80227], [2.05890, -2.49592, -0.30027], [2.00890, -1.56692, -0.16027], [1.15590, -2.55792, -0.05827], [-2.44110, 0.86108, 3.36773], [-2.79510, 1.14108, 2.49573], [-2.43110, 1.57808, 4.02073], [-2.48610, 1.82908, 0.63573], [-2.44610, 2.54308, 0.03073], [-2.32310, 1.01908, 0.13573], [-0.77510, -1.17692, 3.83573], [-1.49010, -1.65892, 4.25673], [-1.26210, -0.42792, 3.55273], [-2.49510, -2.71592, 2.01173], [-2.97210, -2.74192, 2.81373], [-1.57610, -2.74692, 2.25573], [2.07590, 1.30008, 2.43473], [1.80690, 0.62108, 1.80773], [3.01190, 1.14408, 2.58773], [2.72690, 0.70908, -2.50227], [3.16390, -0.08892, -2.65727], [2.45790, 0.67408, -1.57027], [-2.72910, -1.35692, -1.39827], [-3.61610, -1.63992, -1.64927], [-2.45310, -2.08592, -0.84327]],
  "charge": -1,
  "gap_ev": 7.4668,
  "relative_energy_ev": 1.737
}

***

# 3
{
  "formula": "C2H44BrINO26S2",
  "method": "the ωB97M-V functional and the def2-TZVPD basis",
  "symbols": ["O", "C", "I", "C", "S", "O", "O", "N", "S", "O", "O", "Br", "H", "H", "O", "H", "H", "O", "H", "H", "O", "H", "H", "O", "H", "H", "O", "H", "H", "O", "H", "H", "O", "H", "H", "O", "H", "H", "O", "H", "H", "O", "H", "H", "O", "H", "H", "O", "H", "H", "O", "H", "H", "O", "H", "H", "O", "H", "H", "O", "H", "H", "O", "H", "H", "O", "H", "H", "O", "H", "H", "O", "H", "H", "O", "H", "H"],
  "positions_angstrom": [[2.44853, -2.68778, -0.42418], [2.58111, -1.86280, 0.41617], [3.45263, -2.38946, 2.30267], [2.19514, -0.41298, 0.25070], [0.64798, -0.06859, 1.06148], [0.90339, 0.01320, 2.47199], [0.12208, 1.16743, 0.53229], [-0.17290, -1.40188, 0.75934], [-1.60026, -1.31386, 0.10782], [-1.72316, -0.41904, -1.00394], [-2.07793, -2.64083, -0.11274], [-2.94702, -0.59067, 1.70399], [2.95877, 0.20163, 0.72055], [2.05988, -0.25836, -0.81506], [1.66763, 3.40682, 1.55443], [0.99717, 2.70334, 1.60997], [1.31644, 4.08577, 2.14061], [-0.96902, -1.05661, -3.71063], [-1.23860, -0.53765, -2.93354], [-1.49396, -1.86074, -3.62841], [1.50116, -3.03891, -3.86347], [1.66973, -2.93580, -2.91503], [0.77609, -2.42863, -4.04135], [-4.67229, -3.15858, 1.92439], [-4.37875, -3.83183, 1.30230], [-4.78066, -3.60346, 2.77257], [3.28743, 3.66474, -1.15426], [2.72348, 3.38175, -0.42040], [3.58108, 4.54362, -0.89082], [-1.40428, 2.83950, 2.89991], [-1.23139, 2.10045, 2.29306], [-1.54483, 2.37613, 3.73558], [-3.57949, 0.53357, 4.50397], [-4.31651, 1.14302, 4.36862], [-3.75299, 0.11636, 5.35430], [3.45738, -4.52892, 4.64821], [3.26065, -3.99558, 5.42513], [2.95036, -5.33745, 4.77135], [3.77780, 1.23496, 2.44574], [3.13386, 1.95602, 2.45539], [3.60635, 0.77464, 3.27361], [0.32318, 6.03517, 0.15595], [0.66849, 6.06317, -0.74365], [0.69490, 5.22033, 0.51589], [6.35694, 2.83587, -1.54162], [5.45407, 3.16107, -1.43329], [6.46865, 2.21149, -0.81802], [-4.18416, -2.70649, 4.89045], [-3.65420, -2.15741, 4.29696], [-3.55779, -3.34900, 5.23884], [-5.88963, 1.48914, 2.84824], [-5.21793, 1.99508, 2.37649], [-6.68068, 1.62208, 2.31435], [2.49140, 3.02563, 4.44958], [1.61188, 3.14167, 4.07404], [2.84314, 3.91470, 4.55511], [5.96838, 4.07711, -4.43932], [5.06153, 4.38635, -4.35486], [6.08027, 3.46132, -3.70320], [-6.55063, 0.81056, 0.18344], [-6.29796, 0.90049, -0.74512], [-6.07189, 0.03484, 0.49968], [0.75207, -6.02137, -3.99630], [1.44585, -6.67407, -4.15062], [1.21880, -5.18071, -3.88991], [-2.27307, 6.80611, -1.40164], [-2.45516, 6.19806, -2.12412], [-1.53943, 6.40073, -0.92135], [3.06894, -4.67630, -5.84654], [2.36779, -5.33826, -5.83710], [2.73768, -4.00815, -5.22762], [-6.71178, 1.11242, -2.77032], [-7.59797, 1.14773, -3.14303], [-6.42363, 2.03100, -2.73162], [1.88213, -7.96837, -5.75410], [1.40698, -7.69786, -6.54643], [2.79926, -8.06299, -6.03303]],
  "charge": -1,
  "gap_ev": 9.0561
}

***

# 4
{
  "formula": "C2H4BFO",
  "method": "the ωB97M-V functional and the def2-TZVPD basis",
  "symbols": ["B", "C", "C", "O", "F", "H", "H", "H", "H"],
  "positions_angstrom": [[1.49254, -0.34182, -1.16120], [-2.03627, 0.41168, 0.86868], [-0.77527, 0.23751, 1.01155], [-3.19352, 0.47663, 0.91863], [0.03600, -0.49230, 0.26217], [1.90124, 0.68478, -1.18852], [2.10059, -1.21078, -0.59431], [0.73032, -0.45174, -2.03882], [-0.25563, 0.68605, 1.92183]],
  "gap_ev": [8.0618, 8.9263],
  "relative_energy_ev": 1.915,
  "multiplicity": 3
}

***

# 5
{
  "formula": "C2H4BKNO3",
  "method": "the ωB97M-V functional and the def2-TZVPD basis",
  "symbols": ["N", "B", "O", "C", "C", "O", "O", "H", "H", "H", "H", "K"],
  "positions_angstrom": [[0.08263, 2.18137, -0.42295], [-0.38124, 0.71851, -0.61819], [-0.79735, 0.13775, -1.91029], [-0.43360, -0.24317, 0.71434], [0.99542, -1.02944, 0.97850], [2.18797, -0.65558, 0.50009], [0.89131, -2.27833, 1.80419], [-0.60558, 2.63834, 0.24443], [0.97493, 2.07417, 0.14655], [-0.03112, 0.30766, -2.56342], [-1.19421, -1.12317, 0.46031], [-1.68916, -2.72811, 0.66643]],
  "charge": -1,
  "gap_ev": 3.7937
}

***

# 6
{
  "formula": "C2H4BNO2",
  "method": "the ωB97M-V functional and the def2-TZVPD basis",
  "symbols": ["B", "C", "C", "N", "O", "O", "H", "H", "H", "H"],
  "positions_angstrom": [[-0.25824, -0.48589, -0.44635], [1.50865, -1.06035, -1.83621], [-0.19012, 0.84141, 1.59744], [2.43882, -1.47144, -2.40340], [-1.45441, -0.53197, -0.99048], [0.34096, -0.05215, 0.59995], [0.63642, 1.64373, 1.74553], [-0.38926, 0.40211, 2.52629], [-1.13113, 1.31916, 1.13946], [-1.50169, -0.60461, -1.93223]],
  "gap_ev": [5.6089, 7.5398],
  "relative_energy_ev": 2.383,
  "multiplicity": 3
}

***

# 7
{
  "formula": "C2H4Br2",
  "method": "the ωB97M-V functional and the def2-TZVPD basis",
  "symbols": ["Br", "C", "C", "Br", "H", "H", "H", "H"],
  "positions_angstrom": [[2.67863, -29.60437, 0.77408], [2.91989, -30.98696, 2.17734], [4.07013, -30.43622, 3.12510], [3.30348, -29.07019, 4.40664], [3.32467, -31.88194, 1.70483], [1.92260, -31.15116, 2.58547], [4.74320, -29.87997, 2.47267], [4.49072, -31.26558, 3.69377]],
  "smiles": "BrCCBr",
  "gap_ev": 10.8565,
  "relative_energy_ev": 0.360
}

***

# 8
{
  "formula": "C2H4Br2O",
  "method": "the ωB97M-V functional and the def2-TZVPD basis",
  "symbols": ["O", "C", "Br", "C", "Br", "H", "H", "H", "H"],
  "positions_angstrom": [[0.44432, -1.59868, -0.45030], [0.40219, -0.24117, -0.48878], [2.21700, 0.49138, -0.04988], [-0.56993, 0.60699, 0.45718], [-2.38430, 0.39546, -0.08564], [0.68684, -1.74309, 0.44139], [0.26990, 0.15738, -1.59055], [-0.65174, 0.18356, 1.46124], [-0.41429, 1.74818, 0.30533]],
  "smiles": "O[C@H](Br)CBr",
  "gap_ev": 11.0310,
  "relative_energy_ev": 0.696
}

***

We obtain electronic energy values of -44712.6485, -41643.7390, -157330.4644, -7573.7128, -26771.2334, -8394.2415, -142223.6133, -144270.6374 eV for the records listed above, in that order.
We obtain F_max values of 5.377, 4.568, 1.165, 5.114, 5.800, 4.257, 2.431, 3.914 eV/A for the records listed above, in that order.